Molecular formula: C33H45F8N7O9PS
Method: DFT, ωB97M-V with the def2-TZVPD basis set

```
104
Properties=species:S:1:pos:R:3
N 2.508 -3.980 1.577
C 3.326 -3.661 0.333
N 3.226 -4.958 -0.465
C 2.498 -5.830 0.201
S 1.365 -6.919 0.770
C 4.884 -3.472 0.795
C 5.531 -4.717 1.535
C 5.708 -6.124 0.849
O 5.103 -7.141 1.304
N 5.732 -2.622 -0.131
C 6.962 -3.332 -0.517
O 7.917 -2.803 -1.452
O 9.187 -3.040 -0.991
C 4.950 -1.816 -1.180
C 5.925 -0.673 -1.773
C 5.457 0.711 -2.300
O 5.208 1.773 -1.663
O 5.285 0.880 -3.736
P 4.757 -2.983 -2.716
O 3.353 -3.481 -3.043
C 3.547 -1.322 -0.568
C 2.691 -0.289 -1.463
C 2.501 -0.333 -2.994
C 1.663 0.671 -3.851
C 0.990 1.811 -2.998
C 1.326 1.719 -1.486
N 2.081 0.797 -0.765
C 3.673 -0.518 0.869
C 4.863 0.416 1.148
C 4.859 1.174 2.538
C 3.610 0.816 3.365
C 2.513 -0.174 2.959
N 2.563 -0.820 1.722
N 2.707 -2.501 -0.300
C 1.373 -2.622 -0.843
C 0.148 -1.885 -0.050
O -1.028 -2.055 -0.878
C -1.885 -3.112 -0.416
C -3.061 -2.475 0.516
F -3.485 -3.419 1.523
F -2.631 -1.322 1.230
C -4.320 -2.143 -0.423
F -5.061 -3.373 -0.531
F -3.938 -1.657 -1.725
C -5.344 -1.054 0.164
F -6.646 -1.422 -0.341
F -5.458 -1.049 1.572
C -5.090 0.433 -0.444
F -6.095 1.297 0.133
F -3.814 0.958 -0.077
H 1.755 -3.296 1.721
H 3.074 -3.927 2.433
H 4.719 -2.794 1.733
H 6.562 -4.438 1.993
H 4.914 -4.934 2.494
H 6.418 -6.352 -0.039
H 6.102 -1.847 0.479
H 7.629 -3.378 0.436
H 6.783 -4.404 -0.915
H 9.804 -2.443 -1.484
H 6.775 -0.473 -1.006
H 6.521 -1.117 -2.667
H 6.184 1.122 -4.086
H 5.593 -4.138 -2.697
H 5.173 -2.257 -3.911
H 3.012 -1.129 -3.623
H 1.553 0.593 -4.981
H 0.324 2.607 -3.476
H 0.855 2.570 -0.861
H 5.756 0.624 0.489
H 5.687 1.891 2.837
H 3.513 1.320 4.393
H 1.638 -0.355 3.686
H 1.025 -3.725 -0.704
H 1.237 -2.507 -1.988
H -0.057 -2.474 0.929
H 0.370 -0.820 0.266
H -1.342 -3.978 0.105
H -2.389 -3.586 -1.344
H -5.251 0.482 -1.569
C -9.031 8.279 1.704
O -8.299 7.398 2.542
C -9.006 6.199 2.865
C -8.395 4.993 2.144
N -8.648 5.046 0.704
C -7.844 4.109 -0.083
C -6.314 4.238 -0.015
O -5.795 5.417 -0.627
C -5.860 6.581 0.181
H -8.518 9.244 1.700
H -9.062 7.911 0.676
H -10.050 8.430 2.076
H -10.079 6.283 2.668
H -8.880 6.048 3.941
H -8.829 4.073 2.551
H -7.324 4.992 2.368
H -8.455 5.983 0.371
H -8.147 4.240 -1.127
H -8.125 3.088 0.198
H -5.898 3.406 -0.590
H -5.920 4.122 1.000
H -5.715 6.361 1.242
H -6.806 7.102 0.019
H -5.065 7.260 -0.138
```

Computed properties:
Total charge: +1
Gap between HOMO and LUMO, eV: 6.11
Strongest force on any atom, eV/Å: 5.9
LUMO level, eV: -3.38

Atomic partial charges in e from the Löwdin method, atoms 1 to 99: atom 1 (N): 0.09, atom 2 (C): -0.39, atom 3 (N): 0.07, atom 4 (C): -0.64, atom 5 (S): 0.69, atom 6 (C): -0.13, atom 7 (C): -0.09, atom 8 (C): -0.20, atom 9 (O): 0.01, atom 10 (N): -0.02, atom 11 (C): -0.16, atom 12 (O): -0.18, atom 13 (O): 0.00, atom 14 (C): -0.29, atom 15 (C): -0.09, atom 16 (C): -0.37, atom 17 (O): 0.09, atom 18 (O): 0.00, atom 19 (P): 0.85, atom 20 (O): -0.43, atom 21 (C): -0.22, atom 22 (C): -0.16, atom 23 (C): 0.00, atom 24 (C): 0.01, atom 25 (C): 0.01, atom 26 (C): -0.10, atom 27 (N): 0.07, atom 28 (C): -0.16, atom 29 (C): 0.01, atom 30 (C): 0.01, atom 31 (C): -0.04, atom 32 (C): -0.08, atom 33 (N): 0.08, atom 34 (N): -0.08, atom 35 (C): -0.13, atom 36 (C): -0.16, atom 37 (O): -0.15, atom 38 (C): -0.08, atom 39 (C): -0.24, atom 40 (F): 0.05, atom 41 (F): 0.07, atom 42 (C): -0.19, atom 43 (F): 0.07, atom 44 (F): 0.07, atom 45 (C): -0.22, atom 46 (F): 0.06, atom 47 (F): 0.10, atom 48 (C): -0.13, atom 49 (F): 0.00, atom 50 (F): 0.03, atom 51 (H): 0.08, atom 52 (H): 0.08, atom 53 (H): 0.17, atom 54 (H): 0.14, atom 55 (H): 0.15, atom 56 (H): 0.14, atom 57 (H): 0.18, atom 58 (H): 0.18, atom 59 (H): 0.14, atom 60 (H): 0.15, atom 61 (H): 0.14, atom 62 (H): 0.11, atom 63 (H): 0.13, atom 64 (H): 0.04, atom 65 (H): 0.06, atom 66 (H): 0.07, atom 67 (H): 0.11, atom 68 (H): 0.10, atom 69 (H): 0.12, atom 70 (H): 0.07, atom 71 (H): 0.11, atom 72 (H): 0.10, atom 73 (H): 0.13, atom 74 (H): 0.13, atom 75 (H): 0.14, atom 76 (H): 0.12, atom 77 (H): 0.11, atom 78 (H): 0.15, atom 79 (H): 0.16, atom 80 (H): 0.18, atom 81 (C): -0.11, atom 82 (O): -0.20, atom 83 (C): -0.21, atom 84 (C): -0.21, atom 85 (N): -0.05, atom 86 (C): -0.19, atom 87 (C): -0.23, atom 88 (O): -0.18, atom 89 (C): -0.10, atom 90 (H): 0.09, atom 91 (H): 0.07, atom 92 (H): 0.09, atom 93 (H): 0.12, atom 94 (H): 0.12, atom 95 (H): 0.12, atom 96 (H): 0.10, atom 97 (H): 0.06, atom 98 (H): 0.12, atom 99 (H): 0.11

***

Molecular formula: C52H28CuI5N8O
Method: DFT, ωB97M-V with the def2-TZVPD basis set

```
95
Properties=species:S:1:pos:R:3
Cu -0.045 0.501 0.348
I 3.619 4.392 -7.681
C 2.631 3.526 -6.017
C 1.328 3.703 -5.827
C 0.612 3.010 -4.717
C 1.493 2.166 -3.755
C 2.944 2.205 -4.012
C 3.461 2.773 -5.104
C 1.002 1.878 -2.286
C -0.349 2.450 -1.758
C -0.708 3.898 -1.750
C -1.288 4.207 -0.582
C -1.393 2.986 0.201
C -2.261 2.666 1.225
C -2.932 3.706 2.012
C -3.707 4.711 1.440
C -4.243 5.723 2.217
C -3.981 5.746 3.574
I -4.758 7.315 4.772
C -3.236 4.747 4.174
C -2.732 3.727 3.392
C -2.528 1.280 1.447
N -1.695 0.279 1.062
C -2.354 -0.919 1.132
C -1.658 -2.142 0.957
C -2.308 -3.381 0.533
C -3.455 -3.914 1.114
C -4.078 -5.022 0.570
C -3.553 -5.611 -0.565
I -4.560 -7.262 -1.432
C -2.383 -5.139 -1.133
C -1.767 -4.034 -0.581
C -0.267 -2.144 1.144
C 0.516 -3.198 1.700
C 1.718 -2.667 2.071
C 1.738 -1.310 1.631
N 0.503 -1.029 1.119
C 2.764 -0.362 1.608
C 2.697 0.690 0.657
C 3.700 1.573 0.230
C 3.239 2.197 -0.925
C 1.976 1.678 -1.193
N 1.641 0.813 -0.210
C 3.898 -0.378 2.534
C 4.750 -1.461 2.746
C 5.802 -1.362 3.643
C 5.986 -0.192 4.356
I 7.603 -0.016 5.709
C 5.140 0.888 4.183
C 4.117 0.795 3.263
C -3.672 -0.652 1.560
C -3.760 0.703 1.807
N -0.637 2.044 -0.412
H 0.713 4.315 -6.474
H -0.072 3.710 -4.238
H 3.560 1.634 -3.338
H 4.515 2.687 -5.324
H -0.521 4.568 -2.566
H -1.654 5.173 -0.284
H -3.914 4.674 0.381
H -4.845 6.490 1.755
H -3.023 4.778 5.232
H -2.158 2.938 3.851
H -3.860 -3.477 2.012
H -4.979 -5.415 1.019
H -1.962 -5.600 -2.014
H -0.877 -3.631 -1.037
H 0.155 -4.196 1.867
H 2.521 -3.176 2.567
H 4.651 1.708 0.706
H 3.749 2.946 -1.498
H 4.620 -2.364 2.170
H 6.478 -2.192 3.785
H 5.270 1.792 4.760
H 3.457 1.636 3.104
H -4.442 -1.380 1.715
H -4.611 1.254 2.158
O 0.882 -2.074 -1.783
N 1.089 -2.924 -2.693
C 2.086 -3.781 -2.675
C 3.072 -3.885 -1.672
N 3.858 -3.944 -0.833
C 2.178 -4.689 -3.745
N 2.269 -5.450 -4.603
I -2.932 1.962 -6.495
C -1.566 1.727 -4.892
C -0.119 1.714 -5.210
C 0.761 0.888 -4.248
C 0.163 0.706 -2.865
N -1.076 1.443 -2.613
C -1.971 1.731 -3.620
H 0.073 1.500 -6.261
H 1.305 0.041 -4.656
H 0.171 -0.290 -2.418
H -2.991 1.932 -3.314
```

Computed properties:
Total charge: -1
Gap between HOMO and LUMO (spin up / spin down), eV: 5.06 / 5.41
Strongest force on any atom, eV/Å: 1.7
2S+1: 2
LUMO level (spin up / spin down), eV: 0.76 / 0.33

How positive or negative is each atom? The Löwdin charges in e answer that: atom 1 (Cu): 0.80, atom 2 (I): 0.80, atom 3 (C): -0.71, atom 4 (C): -0.12, atom 5 (C): -0.14, atom 6 (C): -0.20, atom 7 (C): 0.00, atom 8 (C): -0.15, atom 9 (C): -0.10, atom 10 (C): -0.31, atom 11 (C): 0.05, atom 12 (C): 0.03, atom 13 (C): -0.20, atom 14 (C): -0.09, atom 15 (C): -0.19, atom 16 (C): -0.03, atom 17 (C): -0.15, atom 18 (C): -0.72, atom 19 (I): 0.80, atom 20 (C): -0.15, atom 21 (C): -0.02, atom 22 (C): -0.21, atom 23 (N): 0.03, atom 24 (C): -0.20, atom 25 (C): -0.04, atom 26 (C): -0.16, atom 27 (C): -0.03, atom 28 (C): -0.16, atom 29 (C): -0.71, atom 30 (I): 0.80, atom 31 (C): -0.13, atom 32 (C): 0.00, atom 33 (C): -0.23, atom 34 (C): 0.02, atom 35 (C): 0.02, atom 36 (C): -0.19, atom 37 (N): 0.03, atom 38 (C): -0.04, atom 39 (C): -0.22, atom 40 (C): 0.00, atom 41 (C): -0.02, atom 42 (C): -0.19, atom 43 (N): 0.03, atom 44 (C): -0.16, atom 45 (C): -0.01, atom 46 (C): -0.14, atom 47 (C): -0.72, atom 48 (I): 0.80, atom 49 (C): -0.15, atom 50 (C): -0.03, atom 51 (C): 0.00, atom 52 (C): -0.01, atom 53 (N): 0.02, atom 54 (H): 0.11, atom 55 (H): 0.12, atom 56 (H): 0.11, atom 57 (H): 0.08, atom 58 (H): 0.10, atom 59 (H): 0.11, atom 60 (H): 0.12, atom 61 (H): 0.09, atom 62 (H): 0.09, atom 63 (H): 0.12, atom 64 (H): 0.11, atom 65 (H): 0.09, atom 66 (H): 0.10, atom 67 (H): 0.10, atom 68 (H): 0.12, atom 69 (H): 0.10, atom 70 (H): 0.11, atom 71 (H): 0.10, atom 72 (H): 0.11, atom 73 (H): 0.09, atom 74 (H): 0.09, atom 75 (H): 0.12, atom 76 (H): 0.09, atom 77 (H): 0.11, atom 78 (O): -0.17, atom 79 (N): -0.08, atom 80 (C): -0.36, atom 81 (C): -0.22, atom 82 (N): 0.13, atom 83 (C): -0.24, atom 84 (N): 0.12, atom 85 (I): 0.80, atom 86 (C): -0.66, atom 87 (C): -0.24, atom 88 (C): -0.06, atom 89 (C): -0.11, atom 90 (N): 0.04, atom 91 (C): -0.17, atom 92 (H): 0.13, atom 93 (H): 0.16, atom 94 (H): 0.12, atom 95 (H): 0.11

***

Molecular formula: H22O11
Method: DFT, ωB97M-V with the def2-TZVPD basis set

```
33
Properties=species:S:1:pos:R:3
O 0.543 0.060 1.599
H -0.062 0.059 0.849
H 0.389 -0.790 2.026
O -3.385 -0.649 -0.814
H -3.636 0.239 -1.093
H -3.761 -1.223 -1.491
O 0.100 4.082 -1.145
H 0.326 4.902 -1.599
H 0.877 3.525 -1.268
O -2.055 -0.639 -2.255
H -1.291 -0.640 -1.667
H -1.687 -0.415 -3.117
O 0.261 4.021 1.553
H 0.717 4.428 0.807
H 0.144 3.103 1.284
O 1.404 -0.087 -0.408
H 0.990 0.769 -0.567
H 1.992 0.072 0.339
O 3.659 0.786 -2.406
H 3.147 0.930 -1.603
H 4.185 0.002 -2.211
O -0.609 -2.527 -3.088
H -0.123 -2.420 -2.263
H -0.121 -3.211 -3.560
O 4.651 -3.053 2.284
H 4.737 -3.647 1.529
H 3.804 -2.616 2.143
O -2.563 -1.947 1.362
H -1.682 -1.630 1.133
H -2.877 -2.370 0.555
O -2.224 -0.024 3.546
H -2.738 0.047 4.358
H -1.588 0.697 3.607
```

Computed properties:
Gap between HOMO and LUMO, eV: 8.73
Structure (SMILES): O.O.O.O.O.O.O.O.O.O.O
Strongest force on any atom, eV/Å: 5.3
LUMO level, eV: -0.47

How positive or negative is each atom? The natural (NBO) charges in e answer that: atom 1 (O): -0.96, atom 2 (H): 0.47, atom 3 (H): 0.48, atom 4 (O): -0.93, atom 5 (H): 0.47, atom 6 (H): 0.47, atom 7 (O): -0.94, atom 8 (H): 0.48, atom 9 (H): 0.46, atom 10 (O): -0.93, atom 11 (H): 0.46, atom 12 (H): 0.46, atom 13 (O): -0.94, atom 14 (H): 0.47, atom 15 (H): 0.46, atom 16 (O): -0.95, atom 17 (H): 0.46, atom 18 (H): 0.50, atom 19 (O): -0.94, atom 20 (H): 0.47, atom 21 (H): 0.47, atom 22 (O): -0.94, atom 23 (H): 0.47, atom 24 (H): 0.47, atom 25 (O): -0.93, atom 26 (H): 0.47, atom 27 (H): 0.46, atom 28 (O): -0.91, atom 29 (H): 0.44, atom 30 (H): 0.47, atom 31 (O): -0.93, atom 32 (H): 0.47, atom 33 (H): 0.47